A cluster of 2 separate species, C5H9O3 in total at a distorted geometry. Source: OMol25; level of theory: ωB97M-V/def2-TZVPD.

Properties
E_HOMO = -0.15849 Eh
DFT total energy = -11473.6923 eV
frontier orbital gap = 8.046 eV
F_max = 4.7 eV/Å
molecular weight = 117.12 u
net charge = -1
energy relative to the best compared isomer or geometry (same formula, charge and spin) = 35.66 kcal per mole

Last column: natural (NBO) charge in e.
Atoms and positions in Å:
C 1.421 1.928 -1.688  -0.44
H -0.496 1.395 1.093  0.24
H -0.488 2.785 -1.322  0.19
C -0.677 -0.089 -0.528  -0.53
C 0.061 1.065 0.118  -0.45
O 0.043 -3.127 2.637  -1.00
C -0.912 -1.252 0.494  0.78
H 0.151 -2.208 2.603  0.48
H 1.002 0.630 0.554  0.21
H -0.373 -0.442 -1.567  0.21
O -0.844 -2.357 -0.030  -0.76
H 1.707 2.356 -2.612  0.17
C 0.241 2.080 -1.067  -0.15
O -0.807 -0.892 1.703  -0.82
H -0.504 -3.230 1.838  0.49
H -1.678 0.163 -0.738  0.19
H 2.155 1.196 -1.488  0.18